26
Properties=species:S:1:pos:R:3 method="wB97M-V/def2-TZVPD" smiles=CN[C@@H](CN)CSS.O.O charge=0 energy_ev=-33153.50534 orbital_gap_ev=9.306 de_lowest_kcal_mol=1.3 lumo_ev=0.69
S 3.60 0.09 -1.73
S 2.68 0.56 -0.01
C 1.36 -0.64 0.26
C 0.26 -0.03 1.17
C -0.29 -1.12 2.11
N -1.31 -0.50 2.98
N -0.88 0.48 0.36
C -0.64 1.80 -0.23
H 2.78 0.50 -2.71
H 0.91 -0.96 -0.68
H 1.74 -1.56 0.74
H 0.72 0.82 1.76
H 0.55 -1.56 2.69
H -0.76 -1.91 1.50
H -1.85 -1.20 3.48
H -0.88 0.07 3.68
H -1.70 0.53 0.96
H -1.59 2.16 -0.65
H -0.23 2.57 0.43
H 0.08 1.73 -1.02
H -1.37 -0.55 -1.09
H -1.83 -1.81 -1.90
O -1.54 -0.91 -2.01
H -0.09 1.00 -3.92
H -0.18 -0.06 -2.83
O 0.43 0.47 -3.33